Molecular formula: C6H10N2O
Method: DFT, ωB97M-V with the def2-TZVPD basis set

The geometry in XYZ format:
```
19
Properties=species:S:1:pos:R:3:forces:R:3
C -2.341198 -0.954349 0.255863 0.9 -2.1 -1.1
C -0.958632 -1.498058 0.410058 -0.3 -1.5 0.1
C 0.134455 -0.764984 0.338585 0.6 0.3 -0.2
N 1.454669 -1.241210 0.394624 -1.0 -1.0 0.0
C 2.232620 -0.290547 0.600814 0.6 3.1 1.9
C 1.508168 1.142643 0.701348 1.6 -1.4 -1.0
N 0.168964 0.779494 0.171376 0.8 -1.3 -4.9
C 0.171274 0.908020 -1.577332 -0.3 -1.8 1.3
O -0.796726 1.493837 0.561609 -1.8 1.0 1.7
H -2.215143 -0.464765 -0.701138 -1.1 0.7 0.0
H -2.498020 -0.309645 1.079284 -1.0 0.8 0.4
H -2.973630 -1.872996 0.134967 0.0 1.4 0.4
H -0.968917 -2.622665 0.493325 1.0 1.4 0.0
H 3.272523 -0.433564 0.945563 -0.4 0.1 -0.8
H 1.218728 1.517601 1.665614 0.5 -0.1 0.9
H 2.105998 1.937512 0.176511 -1.1 -0.7 0.1
H -0.787272 0.317126 -1.910907 1.9 1.5 0.8
H 0.193375 1.984289 -1.820197 -0.3 -0.6 0.4
H 1.078765 0.372259 -1.919966 -0.5 0.3 0.0
```
Positions in Å, forces in eV/Å.

Values from the calculation:
Energy above the lowest of the compared OMol25 structures with the same formula, charge and spin: 520.1 kJ/mol
SMILES: C/C=C1/N=CC[N@+]1(C)[O-]
Lowest unoccupied orbital energy: 0.7 eV
HOMO energy: -8.360 eV


Molecular formula: C20H22N2ORhTe
Method: DFT, ωB97M-V with the def2-TZVPD basis set

The geometry in XYZ format:
```
47
Properties=species:S:1:pos:R:3:forces:R:3
Rh -0.366229 0.569693 0.700532 0.0 0.3 0.1
N 1.861636 0.826790 0.645195 -0.4 -0.1 0.1
C 2.184120 2.250923 0.670708 -0.1 0.4 0.0
C 3.499501 2.701237 0.696402 0.1 -0.1 0.0
C 3.752827 4.063634 0.730247 0.1 0.0 0.0
C 2.705552 4.969205 0.741342 -0.1 -0.1 0.0
C 1.368793 4.538216 0.704121 0.1 0.0 0.0
C 0.252874 5.413745 0.701608 0.0 0.2 0.0
C -1.037244 4.885969 0.626725 0.1 -0.3 0.0
C -1.220188 3.525976 0.573572 -0.2 0.5 0.1
N -0.169291 2.648196 0.614173 -0.4 -1.0 0.0
C 1.113663 3.138638 0.665527 0.3 -0.1 0.0
H 2.266818 0.387814 1.467587 0.0 -0.1 0.0
H 2.326979 0.400335 -0.150968 -0.1 0.0 -0.1
H 4.315766 1.987351 0.691344 0.0 0.0 0.0
H 4.776019 4.413921 0.749599 0.0 0.0 0.0
H 2.903753 6.032775 0.775071 0.0 0.0 0.0
H 0.411852 6.482439 0.742631 0.0 0.0 0.0
H -1.899751 5.537364 0.603444 0.0 0.0 0.0
H -2.211904 3.102218 0.478713 0.0 0.0 0.0
C -4.451412 0.507309 -0.291085 -0.4 -0.1 -0.1
O -3.011381 0.348507 -0.271460 -0.1 0.1 0.3
C -2.340910 0.457716 0.828950 1.0 0.7 -0.4
C -3.036102 0.695106 2.115702 -0.3 -0.4 0.1
H -4.738637 1.466276 0.135527 0.1 0.0 0.0
H -4.928804 -0.305884 0.253947 0.1 0.0 0.0
H -4.744579 0.464723 -1.333957 0.1 0.0 0.0
H -4.015395 0.213887 2.171935 0.0 0.1 0.1
H -3.179053 1.771024 2.259973 0.1 0.0 -0.1
H -2.411332 0.343082 2.934808 0.0 0.1 0.0
C -0.384387 -4.391272 0.616652 0.0 -0.5 0.0
Te -0.548491 -2.097200 0.819747 0.5 -0.1 -0.3
C 0.531733 -2.209803 -1.051032 0.0 -0.1 0.0
C 0.702844 -3.631387 -1.500663 -0.1 -0.2 0.1
C 1.315915 -3.904286 -2.721283 0.0 0.0 0.0
C 1.491064 -5.211272 -3.136893 0.0 0.0 0.0
C 1.047115 -6.258254 -2.339496 0.0 -0.1 0.0
C 0.428554 -5.994355 -1.131142 0.0 0.0 0.0
C 0.257792 -4.679674 -0.698672 0.0 0.2 -0.1
H -1.390072 -4.802986 0.711319 0.0 0.1 0.0
H 0.210732 -4.725338 1.469395 0.0 0.2 0.1
H 1.496202 -1.723391 -0.894906 -0.1 0.1 0.1
H -0.025033 -1.615653 -1.778188 -0.1 0.1 0.1
H 1.655441 -3.086515 -3.346263 0.0 0.0 0.0
H 1.972060 -5.417056 -4.083584 0.0 0.0 0.0
H 1.183778 -7.282575 -2.659202 0.0 0.0 0.0
H 0.076796 -6.807157 -0.507681 0.0 0.0 0.0
```
Positions in Å, forces in eV/Å.

Values from the calculation:
Net charge: +1
Spin multiplicity: 5
Lowest unoccupied orbital energy (spin up / spin down): -3.2 / -6.1 eV
HOMO energy (spin up / spin down): -7.384 / -10.301 eV